Density functional theory data (ωB97M-V with the def2-TZVPD basis set) for 3 unconnected molecules or ions with the total composition C3H11NO2.

The geometry in XYZ format:
```
17
Properties=species:S:1:pos:R:3
C -2.422 1.136 -1.309
C -1.391 0.375 -0.478
C -0.322 2.387 0.082
N -0.354 1.139 0.163
H -3.093 0.413 -1.771
H -3.031 1.770 -0.672
H -1.922 1.648 -2.130
H -0.879 -0.390 -1.066
H -1.925 -0.192 0.303
H -1.092 2.947 -0.453
H 0.493 2.927 0.562
H 3.269 -0.662 0.246
H 3.239 0.647 -0.522
O 3.535 -0.268 -0.591
H 1.884 -4.159 3.182
H 2.403 -5.093 2.082
O 1.608 -4.625 2.373
```

Its spin multiplicity is 1. The frontier orbital gap is 10.33 eV. The calculation puts the HOMO energy at -9.5 eV. Its SMILES is C=NCC.O.O.

Löwdin charges, unit e, in atom order:
1. C -0.122
2. C -0.309
3. C -0.074
4. N -0.048
5. H 0.069
6. H 0.070
7. H 0.072
8. H 0.109
9. H 0.113
10. H 0.063
11. H 0.064
12. H 0.031
13. H 0.027
14. O -0.066
15. H 0.039
16. H 0.034
17. O -0.073

=====

Density functional theory data (ωB97M-V with the def2-TZVPD basis set) for 2 unconnected molecules or ions with the total composition C3H11NO2 in a non-equilibrium geometry.

The geometry in XYZ format:
```
17
Properties=species:S:1:pos:R:3
C -0.507 -2.044 -0.065
N -0.399 -0.552 -0.396
C 0.374 0.094 0.533
O 0.322 1.545 0.925
C 0.800 -2.499 0.659
H -1.401 -2.343 0.591
H -0.387 -2.660 -0.972
H -1.428 -0.306 -0.427
H 0.404 -0.293 1.504
H 1.419 -0.082 0.311
H -0.576 1.502 0.996
H 1.671 -2.670 0.051
H 1.205 -1.932 1.506
H 0.485 -3.509 1.028
H 0.080 3.415 -2.117
H -0.302 2.898 -0.788
O -0.620 3.022 -1.634
```

Its spin multiplicity is 1. The frontier orbital gap is 9.82 eV. The calculation puts the HOMO energy at -9.0 eV. Its SMILES is CCNCO.O.

Löwdin charges, unit e, in atom order:
1. C -0.209
2. N -0.054
3. C -0.339
4. O -0.022
5. C -0.135
6. H 0.129
7. H 0.105
8. H 0.139
9. H 0.081
10. H 0.122
11. H 0.011
12. H 0.065
13. H 0.060
14. H 0.084
15. H 0.020
16. H -0.044
17. O -0.013

=====

Calculated ΔE to the lowest compared entry with this formula, charge and spin in order - 98.14, 250.28 kJ/mol